Record 1
{"formula": "C5H15BIMgO3P", "method": "ωB97M-V/def2-TZVPD", "species": ["I", "P", "Mg", "O", "O", "O", "C", "C", "C", "C", "C", "B", "H", "H", "H", "H", "H", "H", "H", "H", "H", "H", "H", "H", "H", "H", "H"], "xyz": [[-0.04237, 0.23961, -4.09890], [1.02951, 1.19853, -2.01774], [1.43827, -0.20862, 3.04813], [1.87064, 1.90221, -0.59439], [2.08075, 0.86833, 1.48664], [3.77914, 0.53342, -0.23864], [-0.33978, -0.29980, -0.15607], [-1.37947, -2.29284, 0.82845], [-0.47649, 0.97293, -0.99764], [-2.43948, -0.04148, 1.13824], [-1.66503, -0.95633, 0.16187], [2.62660, 1.11847, 0.09435], [-1.21352, -3.08600, 0.11414], [-2.74469, -0.58705, 2.01380], [1.24834, 2.37211, -2.72088], [2.17013, 1.74168, 1.92275], [-2.17712, -2.59671, 1.47594], [-0.70691, 1.85585, -0.41966], [-1.29759, 0.82061, -1.66753], [3.74049, -0.43979, -0.20652], [-1.81891, 0.77845, 1.48440], [0.14873, -0.09457, 0.80348], [-2.20828, -1.09109, -0.75765], [1.91316, 0.12535, -2.07366], [-3.32438, 0.39282, 0.70363], [0.24552, -1.01232, -0.73044], [-0.45727, -2.21377, 1.40391]], "atomic_forces_ev_per_a": [[0.0, -0.1, -0.1], [-1.3, 0.2, -1.1], [0.0, 0.1, -1.5], [-0.4, 0.6, -0.1], [0.1, 0.0, 3.1], [-0.2, -1.3, 0.0], [-0.4, 0.0, -1.1], [-0.2, 0.0, -0.7], [0.3, -0.2, 0.2], [0.1, -0.2, -0.4], [0.2, 0.4, 1.5], [0.6, 0.0, -0.3], [0.2, -0.3, -0.2], [-0.3, -0.3, 0.3], [0.2, 0.1, 0.2], [0.0, 0.1, -0.5], [-0.4, -0.2, 0.4], [0.2, 0.3, 0.2], [-0.4, 0.0, -0.5], [0.7, 0.4, 0.1], [0.2, 0.4, 0.1], [0.2, 0.0, 0.2], [-0.3, -0.2, -0.4], [0.2, 0.2, 0.2], [-0.3, 0.2, -0.1], [0.4, -0.3, 0.1], [0.5, 0.0, 0.6]], "energy_ha": -1288.63850, "lumo_energy_ev": -12.17, "homo_ev": -14.46, "total_charge": 2}

Record 2
{"formula": "C6H7AgLiO6", "method": "ωB97M-V/def2-TZVPD", "species": ["Ag", "O", "O", "O", "O", "O", "O", "C", "C", "C", "C", "C", "C", "Li", "H", "H", "H", "H", "H", "H", "H"], "xyz": [[3.22582, 1.16586, 0.26205], [-0.99813, -1.35447, -1.03851], [1.60512, 2.44896, -0.79922], [-0.91023, -0.93738, 1.15066], [0.96753, 1.53629, 1.12547], [-0.54562, 2.29250, -0.37523], [2.23124, -0.95489, 0.39758], [-1.30820, -0.68820, -0.02389], [1.16787, -2.89155, -0.45034], [0.73133, 2.08117, 0.00864], [-1.64548, 1.80727, 0.40227], [-2.21418, 0.53184, -0.20225], [1.97851, -1.73425, -0.55742], [0.77054, -0.28323, 1.59840], [-2.39962, 2.60319, 0.37376], [-1.32963, 1.64919, 1.43991], [2.37749, -1.49944, -1.55922], [0.99541, -3.50248, -1.33533], [0.89930, -3.27076, 0.53444], [-2.43674, 0.68470, -1.26570], [-3.16233, 0.31567, 0.31394]], "atomic_forces_ev_per_a": [[-0.1, 0.2, -0.2], [0.1, 0.2, 0.3], [0.3, -0.1, 0.0], [0.4, 0.2, 0.4], [0.1, -0.4, 0.5], [0.4, 0.1, -0.1], [0.1, -0.4, 0.0], [0.4, -0.4, -0.5], [0.3, 0.2, 0.1], [-0.7, 0.2, -0.3], [0.0, -0.1, 0.4], [-0.3, 0.0, -0.1], [-0.5, -0.1, -0.3], [-0.5, 0.0, -0.2], [0.2, -0.2, 0.0], [-0.1, 0.0, -0.2], [-0.1, 0.0, 0.3], [-0.1, 0.3, 0.3], [-0.2, 0.2, -0.3], [0.1, -0.1, 0.3], [0.2, 0.0, -0.1]], "energy_ha": -838.81348, "lumo_energy_ev": [-1.14, -2.10], "homo_ev": [-8.94, -8.81], "s2": 0.76, "e_above_lowest_ev": 0.352, "multiplicity": 2}

Record 3
{"formula": "C2H5OPS", "method": "ωB97M-V/def2-TZVPD", "species": ["S", "P", "O", "C", "C", "H", "H", "H", "H", "H"], "xyz": [[1.36157, 1.16467, 0.27578], [2.31565, -0.55975, -0.22750], [-0.38126, -1.52363, 0.20889], [-0.82447, -0.49221, -0.04553], [-1.86414, 0.45474, -0.31360], [-1.88074, 0.64344, -1.33482], [-2.81889, 0.15380, 0.02955], [2.21323, -1.27838, 0.94836], [-1.48195, 1.32526, 0.18564], [3.36101, 0.11206, 0.27325]], "atomic_forces_ev_per_a": [[-3.0, 0.0, -0.2], [-0.2, -0.8, -1.2], [-1.2, 0.7, -0.5], [3.2, -0.3, 0.9], [0.4, 0.3, 1.3], [0.1, 0.4, -2.0], [-1.0, -0.5, 0.4], [-0.2, -0.5, 0.8], [-0.3, 0.6, 0.2], [2.3, 0.2, 0.3]], "energy_ha": -893.87921, "lumo_energy_ev": [-0.42, -0.41], "homo_ev": [-7.47, -7.47], "e_above_lowest_ev": 2.547}

Record 4
{"formula": "C13H7IrN3O6S", "method": "ωB97M-V/def2-TZVPD", "species": ["Ir", "S", "O", "O", "O", "O", "O", "O", "N", "N", "N", "C", "C", "C", "C", "C", "C", "C", "C", "C", "C", "C", "C", "C", "H", "H", "H", "H", "H", "H", "H"], "xyz": [[0.57331, 1.02906, 0.42890], [2.17765, 2.66959, 0.02271], [-5.03673, 4.07552, -0.60654], [-3.49768, 4.08729, 1.91293], [-0.18199, -0.68578, 1.47224], [-1.09142, 2.36263, 1.43459], [-1.15297, 1.38092, -1.15686], [-3.67609, 2.26362, -2.49554], [2.25101, -0.29696, -0.04677], [4.59311, 2.17170, -0.94380], [3.44999, 0.26196, -0.50607], [0.97834, -3.68864, -0.29304], [-3.29418, 2.55680, -1.38951], [-2.04753, 2.10418, -0.70234], [3.45222, 1.55326, -0.46912], [-0.03305, -4.56837, 0.01671], [-1.12684, -2.80489, 1.25068], [2.11257, -1.55204, -0.27499], [-0.09151, -1.88120, 0.95930], [-4.01809, 3.47423, -0.39817], [-2.01219, 2.63172, 0.66049], [-1.09657, -4.10136, 0.79927], [-3.21104, 3.48901, 0.90689], [0.97946, -2.35531, 0.14840], [5.41174, 1.58299, -0.94579], [-0.00741, -5.58955, -0.33858], [1.81176, -4.02179, -0.90294], [-1.91189, -4.76914, 1.05470], [4.73258, 3.11712, -0.63208], [2.90946, -2.05818, -0.82163], [-1.94602, -2.43840, 1.85596]], "atomic_forces_ev_per_a": [[0.2, -0.2, 0.0], [0.0, -0.2, 0.1], [-0.1, 0.0, 0.0], [0.0, 0.0, 0.1], [-0.1, 0.2, -0.3], [-0.2, 0.2, 0.3], [0.0, 0.0, -0.1], [0.0, 0.0, -0.1], [0.4, 0.0, -0.3], [0.0, -0.1, 0.1], [-0.5, 0.1, 0.3], [-0.1, -0.1, 0.0], [0.1, 0.1, 0.2], [-0.1, 0.0, 0.0], [0.3, 0.1, -0.3], [0.0, 0.1, 0.0], [0.0, 0.0, 0.0], [-0.2, -0.1, 0.3], [0.0, 0.1, 0.2], [0.2, -0.1, 0.0], [0.0, 0.0, 0.0], [0.0, 0.0, 0.0], [0.0, -0.1, -0.2], [0.3, 0.2, -0.2], [0.0, 0.0, 0.0], [0.0, 0.0, 0.0], [0.0, 0.0, 0.0], [0.0, 0.0, 0.0], [0.0, 0.0, 0.0], [0.0, 0.0, 0.0], [0.0, 0.0, 0.0]], "energy_ha": -1617.81933, "lumo_energy_ev": [2.25, 0.34], "homo_ev": [-3.47, -5.20], "s2": 6.03, "total_charge": -1, "multiplicity": 5}

Record 5
{"formula": "C52H41N7O7S4SnTe", "method": "ωB97M-V/def2-TZVPD", "species": ["Te", "Sn", "S", "S", "S", "S", "O", "O", "O", "O", "O", "O", "O", "N", "N", "N", "N", "N", "N", "N", "C", "C", "C", "C", "C", "C", "C", "C", "C", "C", "C", "C", "C", "C", "C", "C", "C", "C", "C", "C", "C", "C", "C", "C", "C", "C", "C", "C", "C", "C", "C", "C", "C", "C", "C", "C", "C", "C", "C", "C", "C", "C", "C", "C", "C", "C", "C", "C", "C", "C", "C", "C", "H", "H", "H", "H", "H", "H", "H", "H", "H", "H", "H", "H", "H", "H", "H", "H", "H", "H", "H", "H", "H", "H", "H", "H", "H", "H", "H", "H", "H", "H", "H", "H", "H", "H", "H", "H", "H", "H", "H", "H", "H"], "xyz": [[-1.75188, 2.67429, -4.41748], [-1.19375, 1.47906, -0.37672], [1.45317, -2.50711, 3.91534], [-1.42135, -2.18505, 2.89302], [3.21372, -2.30595, 6.35931], [0.46783, 3.69970, -0.75474], [-1.94889, -1.57823, -0.53029], [0.76681, 0.39830, -0.69992], [-2.97799, 1.26415, 1.22102], [-3.80075, 2.20412, -2.56754], [-3.28707, -3.05396, 0.49826], [2.51204, 1.25066, 1.22812], [-5.94565, 2.46946, -2.96907], [0.35238, 3.76507, 1.95602], [1.90147, 5.09997, 0.97993], [-4.13631, -0.26551, -1.49751], [0.56860, -1.77835, 6.15927], [-0.53622, -0.05908, -3.21436], [-0.53539, -1.69841, 5.34643], [-0.74339, 2.95328, 1.89774], [1.15798, -1.46550, -7.11242], [-5.20129, 0.38511, -1.96366], [4.62686, 0.25900, 2.81252], [-0.50579, -0.30564, 7.72702], [-4.54765, 0.87916, 2.91880], [1.77274, -0.62556, -2.60835], [0.94025, -2.03625, 8.57589], [-2.57635, 2.21910, 3.36497], [0.27055, 2.90291, -6.77054], [4.73560, -2.49867, 2.97375], [1.76165, -0.14250, -1.23857], [2.96422, -0.35555, -0.46839], [0.15687, 2.80505, -5.38625], [-3.06600, 2.40937, 4.66606], [0.88845, 4.15905, 0.85665], [-6.62788, -1.44172, -1.36316], [5.47365, -1.72648, 3.85594], [1.73706, -2.17932, 5.60098], [0.86732, -2.82192, -7.15555], [2.93481, -1.22479, -3.10042], [1.51857, 2.98881, -7.37250], [-4.90335, 1.73162, -2.51491], [-3.33210, 1.44511, 2.43517], [-2.00666, 0.65222, -5.12728], [-6.47831, -0.18154, -1.90839], [5.26601, -2.14553, -2.92186], [1.31470, 2.78828, -4.61381], [0.43049, -2.79487, -4.78851], [0.58064, -0.63172, -3.47186], [3.05035, 0.21548, 0.89668], [-4.29316, -1.44197, -0.91336], [3.96191, -1.89734, 1.99326], [-5.52259, -2.08660, -0.83313], [-3.04166, -2.01309, -0.30110], [0.50226, -3.48303, -5.99124], [-0.14596, -0.51358, 10.09516], [5.41845, -0.34307, 3.77449], [1.07471, -0.77326, -5.91341], [-0.74671, 0.12528, 9.01959], [-0.30945, -2.05937, 4.12609], [4.06017, -0.99918, -1.01605], [-1.34503, 2.88551, 3.03252], [3.91088, -0.50838, 1.89787], [-1.70058, -0.37039, -4.03343], [0.35694, -1.37604, 7.49950], [-4.99052, 1.07633, 4.20221], [0.71480, -1.43451, -4.74109], [4.07001, -1.43451, -2.33543], [-4.25601, 1.86415, 5.09546], [0.68928, -1.59676, 9.86621], [2.56446, 2.86058, -5.21465], [2.66905, 2.96888, -6.59489], [1.29983, 0.28617, -5.87946], [3.37251, -2.50399, 1.31751], [-4.61824, 2.03989, 6.10114], [6.11873, -2.09525, -2.24403], [2.55984, 5.06896, 0.21830], [2.31506, 5.11784, 1.90078], [5.97683, 0.26559, 4.47519], [0.26758, -4.54053, -6.01945], [-0.62749, 2.92286, -7.37758], [6.07235, -2.20096, 4.62174], [-2.54354, -0.38696, -3.34067], [-2.48027, 3.02224, 5.34462], [-5.10561, 0.26566, 2.21990], [-0.33415, -0.17518, 11.10710], [3.45759, 2.83554, -4.60234], [-1.40315, 0.96990, 9.18685], [4.74312, -3.57721, 3.07143], [-5.60616, -3.05489, -0.36314], [4.95614, -1.12187, -0.41650], [5.04004, -3.20001, -3.10523], [-1.62472, -1.36569, -4.49509], [3.64214, 3.03545, -7.06724], [-6.78085, 2.06346, -2.71531], [5.55889, -1.70018, -3.87578], [-0.90056, 3.46513, 3.84825], [-7.59721, -1.92271, -1.36078], [1.14862, -2.11358, 10.70012], [-3.03566, 0.53549, -5.47053], [4.54547, 1.33689, 2.75131], [1.58641, -2.88057, 8.40328], [1.58955, 3.08666, -8.44999], [-7.35204, 0.33820, -2.28202], [2.96073, -1.54723, -4.13566], [1.44407, -0.94139, -8.01644], [0.14863, -3.31232, -3.87910], [1.22293, 2.71896, -3.53568], [-0.97141, 0.16964, 6.87522], [-1.34165, 0.51986, -5.98010], [-5.91289, 0.60864, 4.53161], [-2.51470, -3.20776, 1.09093], [0.92122, -3.36352, -8.09252]], "atomic_forces_ev_per_a": [[0.8, 0.2, -0.6], [0.4, 0.5, 0.3], [-1.0, 0.3, 0.7], [-0.5, 0.1, -0.6], [0.3, -0.1, 0.1], [-0.3, -0.1, -0.5], [-0.2, 0.0, -0.1], [-0.9, 0.2, 0.2], [0.2, -0.2, -0.6], [-0.7, -0.5, 0.1], [-0.3, -0.1, 0.3], [0.1, 0.0, 0.0], [-0.2, -0.1, 0.1], [0.6, 0.7, 0.5], [0.1, 0.1, -0.1], [-0.1, 0.3, -0.1], [0.5, -0.3, -0.5], [0.3, -0.1, 0.2], [-0.7, 0.2, 0.2], [-0.3, -0.7, -0.5], [0.0, 0.0, -0.1], [-0.1, -1.2, 0.5], [0.0, 0.1, -0.1], [0.1, 0.0, -0.1], [0.0, 0.0, -0.1], [0.1, 0.2, 0.3], [0.0, 0.0, -0.1], [-0.3, -0.2, 0.0], [-0.1, 0.0, 0.0], [0.1, -0.1, -0.1], [0.4, -0.3, -0.3], [-0.2, 0.1, -0.2], [-0.3, 0.1, 0.1], [0.0, 0.0, -0.1], [-0.4, -0.4, 0.1], [0.1, -0.3, 0.0], [0.1, 0.0, -0.1], [-0.2, 0.0, 0.0], [0.0, 0.0, -0.1], [0.0, 0.1, 0.2], [0.0, 0.0, -0.1], [0.6, 1.1, -0.2], [-0.1, 0.0, 0.3], [0.0, -0.1, 0.4], [0.2, 0.4, -0.1], [-0.2, 0.1, 0.0], [-0.2, 0.0, 0.2], [0.1, 0.0, 0.0], [-0.3, -0.1, -0.1], [0.0, 0.0, 0.1], [-0.1, 0.1, 0.0], [0.2, 0.2, -0.1], [-0.2, 0.1, 0.0], [0.8, 0.0, 0.0], [0.0, -0.1, 0.0], [0.0, 0.0, 0.1], [0.1, 0.0, 0.0], [0.0, -0.1, 0.0], [0.0, 0.0, 0.0], [1.2, -0.5, 0.3], [-0.1, 0.1, -0.1], [0.1, 0.2, -0.1], [0.1, -0.1, 0.2], [-0.1, 0.1, 0.0], [-0.1, 0.2, 0.3], [0.0, 0.0, 0.0], [0.0, 0.1, -0.2], [0.2, -0.1, -0.1], [-0.1, 0.0, 0.1], [-0.1, 0.0, 0.0], [0.1, 0.0, 0.0], [0.0, -0.1, 0.0], [0.0, 0.0, 0.0], [0.0, 0.0, 0.0], [0.1, 0.0, 0.0], [0.0, 0.0, 0.0], [0.0, 0.0, 0.0], [0.0, -0.1, 0.0], [0.0, 0.0, 0.0], [0.0, 0.0, 0.0], [0.0, 0.0, 0.0], [0.0, 0.0, 0.0], [0.0, 0.0, 0.1], [0.0, 0.0, 0.0], [0.0, 0.0, 0.0], [0.0, 0.0, 0.0], [0.0, 0.0, 0.0], [0.0, 0.0, 0.0], [0.0, 0.0, 0.0], [0.1, 0.0, 0.0], [0.0, -0.1, 0.1], [0.1, 0.0, 0.0], [-0.1, 0.1, 0.0], [0.0, 0.0, 0.0], [0.0, 0.0, -0.1], [0.1, 0.0, 0.0], [0.0, 0.0, -0.1], [0.0, 0.0, 0.1], [0.0, 0.0, 0.0], [0.0, 0.0, 0.0], [0.0, 0.0, 0.0], [0.0, 0.0, 0.0], [0.0, 0.0, 0.0], [0.0, -0.1, 0.0], [0.0, -0.1, 0.0], [0.0, 0.0, 0.0], [0.0, 0.0, 0.0], [0.1, 0.0, 0.0], [0.0, 0.0, 0.0], [0.0, 0.2, 0.0], [0.0, 0.0, 0.0], [0.0, 0.1, -0.2], [0.0, 0.0, 0.0]], "energy_ha": -4991.32087, "lumo_energy_ev": 3.17, "homo_ev": -2.13, "e_above_lowest_ev": 1.621, "total_charge": -2}

Record 6
{"formula": "C8H14N3S", "method": "ωB97M-V/def2-TZVPD", "species": ["S", "N", "N", "N", "C", "C", "C", "C", "C", "C", "C", "C", "H", "H", "H", "H", "H", "H", "H", "H", "H", "H", "H", "H", "H", "H"], "xyz": [[-1.30176, 2.32723, 0.70828], [-0.93743, -0.53554, 0.91563], [-2.80912, 0.00998, -0.34432], [0.17406, -0.96059, 1.29558], [-3.66802, -1.18509, -0.05991], [0.18401, 2.63257, 0.68072], [2.19319, -0.10812, 0.43164], [1.93493, 1.24597, -0.35034], [1.19593, -1.33173, 0.37454], [1.53520, 2.50019, 0.33639], [-1.59197, 0.20744, 0.14185], [0.76313, -1.77254, -1.01915], [2.31829, 0.27553, 1.41066], [1.75547, -2.05453, 1.02710], [-3.94444, -1.14122, 1.02597], [1.91383, 3.19669, -0.36772], [1.21013, 1.01020, -1.10133], [2.94985, 1.37876, -0.67802], [1.64368, -2.00068, -1.55932], [0.09353, -2.70649, -0.98756], [3.18731, -0.37264, 0.03524], [2.07260, 2.77433, 1.27665], [0.21614, -1.01209, -1.69787], [-3.36271, 0.83933, -0.52364], [-3.17234, -2.16872, -0.34352], [-4.55349, -1.04825, -0.62755]], "atomic_forces_ev_per_a": [[1.8, -0.1, 0.1], [2.9, -0.9, 0.3], [-0.5, -0.8, 0.1], [-3.0, 0.9, 0.9], [1.4, -0.3, 0.9], [-2.8, 0.7, -0.4], [-0.1, 1.0, -1.3], [0.4, -3.1, 0.7], [1.3, 0.9, 0.2], [1.4, -0.2, 1.7], [-1.8, 0.4, 0.0], [-2.0, -0.2, -0.4], [0.3, -0.5, 1.5], [-0.4, -0.1, -1.4], [0.4, -0.4, -0.9], [-0.4, 1.8, -0.4], [0.0, 0.3, -1.2], [0.0, 0.7, -1.1], [0.9, -0.5, -0.6], [1.1, 1.3, 0.1], [-0.6, -0.7, 0.5], [0.2, -0.5, -0.5], [0.8, -0.8, 1.5], [0.3, -0.1, -0.2], [-0.5, 1.4, 0.4], [-0.8, -0.1, -0.6]], "energy_ha": -875.23049, "lumo_energy_ev": -4.60, "homo_ev": -12.37, "e_above_lowest_ev": 5.210, "total_charge": 1}